This record from the OMol25 dataset describes a structure of composition CH4OS2 at a distorted geometry. The level of theory is ωB97M-V/def2-TZVPD.

```
8
CH4OS2, DFT ωB97M-V/def2-TZVPD
C -0.403 0.065 0.621
O -0.429 -1.213 0.167
S 1.689 0.743 -0.113
S -1.516 1.249 -0.138
H -0.312 0.093 1.720
H -0.241 -1.244 -0.863
H 2.345 -0.470 0.029
H -1.132 0.777 -1.424
```

Computed properties:
**HOMO energy**: -0.331 hartree
**HOMO-LUMO gap**: 8.94 eV
**Relative energy (zero: lowest compared OMol25 entry of this formula, charge and spin)**: 119.6 kJ/mol
**LUMO energy**: -0.063 eV
**Max |F|**: 3.2 eV/A
**DFT total energy**: -24818.036 eV